Formula: C16H27BrCl8N4
Source: the Open Molecules 2025 dataset
Level of theory: ωB97M-V/def2-TZVPD

```
! wB97M-V def2-TZVPD RIJCOSX def2/J DEFGRID3
* xyz 0 1
C -2.41197 2.53816 -0.27183
C -1.51189 2.50666 -1.34932
C -1.80495 1.38633 -2.45953
C -1.01213 0.09609 -1.93565
N 0.28420 0.00191 -2.38181
N 0.94788 -1.03022 -1.91647
C 0.23029 -1.83455 -1.06659
C 1.05872 -3.06360 -0.45788
C 2.02895 -2.57240 0.72785
C 1.21477 -1.95344 1.95052
Br 2.25539 -0.63598 3.01637
N -1.07861 -1.76302 -0.65296
N -1.74269 -0.73064 -1.11743
H -3.48796 2.23324 -0.39252
H -1.98252 2.82868 0.73683
H -0.61053 3.19253 -1.41921
H -2.90605 1.18569 -2.58776
H -1.42434 1.70835 -3.48211
H 1.72707 -3.42559 -1.30752
H 0.39013 -3.90434 -0.11821
H 2.67048 -3.43510 1.10658
H 2.71321 -1.77409 0.30841
H 0.96450 -2.81622 2.65014
H 0.22894 -1.50732 1.60735
Cl -3.71882 -1.17816 -5.13460
C -3.79117 -0.13703 -6.57947
C -2.78540 0.99193 -6.51808
Cl -3.19543 2.18593 -5.26205
H -4.81042 0.23815 -6.67493
H -3.58083 -0.77401 -7.44012
H -2.76842 1.52511 -7.46969
H -1.77920 0.62142 -6.31788
Cl -0.86804 -3.69740 -7.43744
C -1.95325 -4.32889 -6.17288
C -2.19423 -5.81670 -6.31617
Cl -3.16044 -6.20500 -7.76116
H -2.88543 -3.76577 -6.21643
H -1.47528 -4.12174 -5.21410
H -2.75190 -6.18488 -5.45369
H -1.25671 -6.37029 -6.37700
Cl 4.57421 2.11685 6.06927
C 3.70446 0.57050 6.23623
C 3.15948 0.36964 7.63420
Cl 4.45467 0.11583 8.83068
H 4.38528 -0.23220 5.95158
H 2.88311 0.59060 5.51777
H 2.52634 -0.51857 7.65910
H 2.56211 1.22314 7.95751
Cl 0.77523 6.09552 5.70960
C 2.04929 6.39358 6.91882
C 2.66767 5.10827 7.42659
Cl 1.53045 4.16021 8.41753
H 1.61453 6.97720 7.73085
H 2.81171 7.00307 6.43138
H 3.52584 5.33603 8.06075
H 3.00964 4.47653 6.60662
*
```

Properties
**HOMO-LUMO gap**: 8.34 eV
**Lowest unoccupied orbital energy**: -0.93 eV
**Structure (SMILES)**: C=CCc1nnc(CCCBr)nn1.ClCCCl.ClCCCl.ClCCCl.ClCCCl
**HOMO level**: -9.265 eV
**Calculated total energy**: -7100.290372 Eh

Formula: C16H27Cl27NOS
Source: the Open Molecules 2025 dataset
Level of theory: ωB97M-V/def2-TZVPD

```
! wB97M-V def2-TZVPD RIJCOSX def2/J DEFGRID3
* xyz 1 1
C -1.41471 -1.95171 -0.74315
O -0.05452 -2.06442 -0.37040
C 0.31553 -1.47966 0.87292
C 1.55994 -0.59574 0.69234
C 1.38994 0.82472 1.27286
C 1.71376 1.93245 0.27527
C 0.75592 1.90141 -0.91204
C 0.92012 3.14518 -1.77551
S -0.04267 3.12378 -3.27385
N 0.43610 1.70000 -3.98701
H -1.97062 -2.86032 -0.49666
H -1.46385 -1.81321 -1.82350
H -1.89856 -1.09708 -0.25791
H -0.52287 -0.92622 1.30860
H 0.55798 -2.29658 1.55839
H 1.75272 -0.56245 -0.38094
H 2.39509 -1.06733 1.20716
H 0.33767 0.95633 1.54958
H 1.99710 0.94668 2.16810
H 2.74150 1.84201 -0.08182
H 1.60875 2.90520 0.76835
H -0.27198 1.86132 -0.55105
H 0.92588 1.01516 -1.52572
H 1.95474 3.29541 -2.09742
H 0.59186 4.04468 -1.24868
H -1.24812 2.76822 -2.79186
H 1.44815 1.63662 -4.04438
H -0.01574 1.55838 -4.88866
C -4.33010 0.90029 0.79128
Cl -2.62892 1.38669 0.58354
Cl -4.94937 0.21065 -0.70753
Cl -4.47864 -0.21126 2.12733
H -4.89937 1.79340 1.01580
C -4.43105 2.14813 5.38045
Cl -4.57931 2.85409 3.76349
Cl -5.98435 1.53520 5.91189
Cl -3.19442 0.88480 5.39170
H -4.10815 2.92508 6.06003
C 1.92638 -4.61700 -1.17811
Cl 3.50994 -4.03006 -1.68715
Cl 1.11587 -5.49403 -2.48425
Cl 2.06205 -5.62853 0.25670
H 1.31096 -3.75914 -0.93051
C 2.80411 -5.36348 -5.81526
Cl 4.01180 -4.07892 -5.91121
Cl 1.33767 -4.91097 -6.68586
Cl 3.45285 -6.88432 -6.41305
H 2.54640 -5.49130 -4.77241
C 7.51381 -3.11441 -2.21122
Cl 7.63631 -1.36276 -2.36390
Cl 6.83121 -3.55051 -0.64604
Cl 6.54249 -3.77333 -3.52192
H 8.50977 -3.53262 -2.27509
C 5.79977 0.74626 1.01564
Cl 5.92961 2.50022 0.88118
Cl 5.11564 0.28321 2.57171
Cl 4.83438 0.09038 -0.30788
H 6.79422 0.32443 0.94281
C 0.35826 3.60887 -7.23162
Cl -0.21781 5.06233 -8.01874
Cl -0.68982 2.22037 -7.56143
Cl 2.03179 3.25299 -7.64424
H 0.31461 3.75330 -6.16232
C -7.07024 -2.40669 4.99618
Cl -8.12711 -1.25333 4.17971
Cl -6.97678 -3.91964 4.09853
Cl -5.46879 -1.71151 5.24086
H -7.49494 -2.61868 5.96853
C -5.40943 4.57914 8.66084
Cl -5.44816 5.26855 7.03319
Cl -6.98619 3.95339 9.11705
Cl -4.17404 3.32039 8.76638
H -5.14203 5.36748 9.35192
*
```

Properties
**HOMO-LUMO gap**: 8.53 eV
**Lowest unoccupied orbital energy**: -3.41 eV
**HOMO level**: -11.942 eV
**Calculated total energy**: -13578.866055 Eh

Formula: C16H27Cl4CuO7
Source: the Open Molecules 2025 dataset
Level of theory: ωB97M-V/def2-TZVPD

```
! wB97M-V def2-TZVPD RIJCOSX def2/J DEFGRID3
* xyz 2 3
Cu 1.87699 -2.83883 -0.32145
C 0.58201 1.41860 0.59484
C 0.00742 0.18303 -0.12276
O 0.70771 -0.98390 -0.22456
H 1.62367 1.68987 0.42323
H 0.35242 1.23398 1.64427
H 0.00743 2.31550 0.36349
H -0.30807 0.57268 -1.09062
H -0.94034 -0.10237 0.33374
O 0.65675 -3.57418 -2.14368
C -0.52391 -3.61888 -2.44523
O -1.04073 -4.70629 -3.05099
C -2.49365 -4.54377 -3.28703
C -2.82420 -3.05574 -2.99571
C -1.57253 -2.54918 -2.23273
H -3.04098 -5.20434 -2.61458
H -2.60871 -4.75140 -4.35087
H -3.69975 -2.98183 -2.35069
H -2.91985 -2.42407 -3.87885
H -1.75024 -2.49205 -1.15883
H -1.43235 -1.53065 -2.59473
O -3.29229 0.93033 2.92723
C -2.67826 -0.13299 3.00601
O -1.57552 -0.27210 3.76011
C -1.11171 -1.61219 3.75520
C -2.19652 -2.41276 3.04377
C -2.98528 -1.37679 2.23969
H -1.02612 -1.83225 4.81932
H -0.15166 -1.73746 3.25451
H -2.73564 -2.91793 3.84518
H -1.70803 -3.14791 2.40421
H -4.06325 -1.53648 2.21530
H -2.63103 -1.22882 1.21953
O 5.13373 1.46974 0.85414
C 4.61651 2.16835 -0.01305
O 4.35169 3.47537 0.18394
C 3.39546 3.90221 -0.77594
C 3.66522 2.97455 -1.91211
C 4.00777 1.67958 -1.31647
H 3.47624 4.91128 -1.18009
H 2.39464 3.72978 -0.38006
H 4.49765 3.39339 -2.47756
H 2.75869 2.96900 -2.51733
H 4.74590 1.17888 -1.94302
H 3.16053 1.00790 -1.17818
C -2.55948 2.52129 -1.78171
Cl -3.00182 1.12371 -2.76396
Cl -3.98032 3.70455 -1.56748
H -2.23901 2.26841 -0.77104
H -1.68715 2.89869 -2.31529
C 2.58771 1.93264 3.24409
Cl 3.35852 1.30598 4.64377
Cl 1.49782 3.28864 3.58871
H 3.31545 2.23586 2.49139
H 2.00022 1.08112 2.90076
*
```

Properties
**HOMO-LUMO gap (spin up / spin down)**: 7.24 / 2.35 eV
**Lowest unoccupied orbital energy (spin up / spin down)**: -7.39 / -12.28 eV
**HOMO level (spin up / spin down)**: -14.631 / -14.630 eV
**Calculated total energy**: -4632.952697 Eh